Entry 1:
A structure of composition C59H69BaO2SSb2SeTe at a distorted geometry, computed with ωB97M-V with the def2-TZVPD basis set.

Geometry as XYZ:
```
136
C59H69BaO2SSb2SeTe | OMol25 | ωB97M-V with the def2-TZVPD basis set
Ba 0.65211 -1.21779 -0.45605
C 1.18758 4.68388 5.49013
C 2.10000 4.33047 4.30999
C 3.51434 4.05129 4.83492
C 2.16802 5.53911 3.37887
C 1.56637 3.09232 3.58930
C 1.22428 3.07052 2.24563
C 0.77760 1.91280 1.63752
Se 0.45146 1.93928 -0.28503
C 2.28538 2.11907 -0.85062
C 2.75934 3.35576 -1.22211
C 4.07662 3.50951 -1.66129
C 4.84322 2.35950 -1.73744
C 4.40435 1.07469 -1.38548
C 3.10700 0.95901 -0.87125
O 2.57202 -0.16631 -0.41858
C 5.39197 -0.07978 -1.64070
C 6.67840 0.16463 -0.84212
C 5.71912 -0.10619 -3.14057
C 4.87855 -1.47635 -1.27343
C 4.60876 4.90030 -2.00621
C 4.60155 5.77494 -0.74532
C 3.71608 5.55707 -3.06638
C 6.03460 4.84765 -2.54901
C 0.62207 0.68975 2.34478
O 0.19194 -0.37629 1.73004
C 0.99259 0.69642 3.72193
C 1.43246 1.89069 4.27926
C 1.00133 -0.52542 4.67094
C 0.51567 -1.85953 4.09348
C 0.11637 -0.21804 5.88806
C 2.44273 -0.75872 5.14534
H 1.55819 5.57067 6.01301
H 1.13171 3.86870 6.21334
H 0.17237 4.88827 5.14408
H 3.91265 4.92876 5.35331
H 4.18859 3.80065 4.01389
H 3.52387 3.21458 5.53537
H 2.54115 6.40609 3.93045
H 1.18627 5.79624 2.97561
H 2.83985 5.36783 2.53496
H 1.32727 3.96202 1.63878
H 2.08905 4.20678 -1.17666
H 5.85384 2.44460 -2.11453
H 7.15375 1.11023 -1.10879
H 7.39544 -0.63845 -1.03648
H 6.47331 0.18672 0.23026
H 6.18064 0.82527 -3.47366
H 4.80910 -0.25955 -3.72366
H 6.41548 -0.92202 -3.35706
H 4.62642 -1.55845 -0.21886
H 5.67538 -2.19296 -1.50206
H 3.99714 -1.73759 -1.85776
H 3.59060 5.89320 -0.35072
H 4.99656 6.77107 -0.96621
H 5.21234 5.32640 0.04101
H 2.69321 5.68912 -2.71165
H 3.67226 4.94810 -3.97150
H 4.10435 6.54445 -3.33305
H 6.73700 4.46074 -1.80780
H 6.35938 5.85489 -2.82198
H 6.10668 4.22071 -3.43994
H 1.70911 1.87453 5.32937
H -0.54058 -1.83919 3.83072
H 0.66562 -2.62640 4.86255
H 1.05960 -2.14371 3.19859
H -0.86808 0.13421 5.57203
H 0.55081 0.54966 6.53232
H -0.02222 -1.11838 6.49367
H 3.07993 -1.04787 4.30699
H 2.47325 -1.56106 5.88901
H 2.87551 0.13636 5.59419
C -3.95848 -2.57331 -1.18223
C -4.37431 -3.21196 0.14097
C -3.43297 -2.97831 1.32986
Sb -3.24372 -0.99475 2.19766
C -4.70374 -1.33960 3.71924
C -5.80465 -2.18668 3.56098
C -6.70822 -2.39325 4.59365
C -6.52288 -1.75562 5.81421
C -5.43501 -0.91703 5.99277
C -4.53252 -0.71196 4.95354
C -4.46722 0.11217 0.84991
C -5.85885 0.14754 0.81988
C -6.52669 0.92012 -0.12469
C -5.81441 1.67296 -1.04679
C -4.42681 1.66891 -1.01512
C -3.76378 0.90092 -0.06758
Sb -2.04464 -3.11516 -2.02267
C -2.60390 -2.14747 -3.85266
C -2.91170 -0.78817 -3.81324
C -3.29027 -0.11522 -4.96551
C -3.36456 -0.79080 -6.17561
C -3.05269 -2.14063 -6.22488
C -2.66840 -2.81388 -5.07255
C -2.56600 -5.07796 -2.62665
C -3.77707 -5.35968 -3.26332
C -4.08928 -6.65303 -3.65572
C -3.19416 -7.68992 -3.42089
C -1.98777 -7.42711 -2.79221
C -1.67956 -6.12873 -2.39900
H -3.94146 -1.48564 -1.09936
H -4.67159 -2.80920 -1.97391
H -4.48738 -4.29074 -0.01468
H -5.36978 -2.83562 0.40107
H -2.41789 -3.31276 1.09641
H -3.75850 -3.57368 2.18617
H -5.96251 -2.70058 2.61916
H -7.55497 -3.05232 4.44618
H -7.22453 -1.91713 6.62296
H -5.27956 -0.42192 6.94321
H -3.68498 -0.05504 5.11686
H -6.43850 -0.42744 1.53323
H -7.60980 0.93311 -0.13797
H -6.33832 2.26821 -1.78395
H -3.85760 2.26294 -1.71924
H -2.67702 0.92743 -0.04856
H -2.84645 -0.22753 -2.88715
H -3.50872 0.94428 -4.91711
H -3.64551 -0.26102 -7.07724
H -3.07980 -2.67316 -7.16789
H -2.41045 -3.86402 -5.14241
H -4.48133 -4.56263 -3.47137
H -5.03055 -6.85274 -4.15272
H -3.43685 -8.69861 -3.73063
H -1.28182 -8.22745 -2.60952
H -0.72680 -5.93835 -1.91675
Te 1.06722 -0.30435 -3.59103
C 0.70278 -1.99236 -4.81937
C 0.43453 -2.12345 -6.15571
C 0.27088 -3.48194 -6.57901
C 0.41356 -4.37797 -5.56161
S 0.76208 -3.55440 -4.10461
H 0.34181 -1.27078 -6.81272
H 0.05506 -3.77295 -7.59857
H 0.33829 -5.45208 -5.61321
```

Computed properties:
DFT total energy: -163644.7436 eV
LUMO level: 0.0676 hartree
charge: -1
Kohn-Sham gap: 5.8 eV

Entry 2:
A structure of composition C59H92F4N3O21PbS at a distorted geometry, computed with ωB97M-V with the def2-TZVPD basis set.

Geometry as XYZ:
```
181
C59H92F4N3O21PbS | OMol25 | ωB97M-V with the def2-TZVPD basis set
Pb -6.70088 20.14460 -11.93415
C -8.12423 21.35226 -18.12393
C -8.43455 19.90269 -17.86170
C -7.44968 18.90423 -18.47376
O -7.85043 17.61519 -18.09201
C -6.75386 16.70614 -18.06793
N -8.51337 19.74564 -16.38417
H -8.61957 18.75030 -16.14754
H -7.62799 20.00345 -15.83615
H -9.33800 20.15759 -15.92910
H -8.71944 22.00668 -17.48438
H -8.31882 21.61477 -19.16246
H -7.09876 21.57764 -17.82242
H -9.41780 19.52536 -18.15441
H -6.45127 19.18723 -18.10394
H -7.46034 19.14611 -19.54608
H -7.23281 15.72842 -17.99529
H -6.08160 16.95715 -17.25010
H -6.19506 16.63252 -19.01027
C -13.53471 19.07826 -14.61774
C -13.24510 19.12578 -13.14234
C -14.35667 18.62182 -12.25545
O -14.44953 17.22015 -12.41214
C -15.74014 16.68999 -12.14115
N -11.96832 18.39502 -12.87997
H -12.20828 17.42199 -13.11274
H -11.21974 18.67510 -13.57655
H -11.57328 18.41540 -11.93796
H -12.64893 19.02933 -15.25019
H -14.04941 19.97769 -14.95556
H -14.09855 18.19235 -14.91953
H -12.99495 20.14969 -12.85097
H -15.22442 19.23019 -12.53181
H -14.07777 18.80314 -11.20799
H -15.63666 15.60695 -12.10554
H -16.35018 16.96640 -13.00612
H -16.19839 16.99988 -11.19831
C -7.58717 20.01368 -8.82528
O -7.82531 21.05132 -9.74577
H -8.52258 19.52623 -8.49631
H -6.90821 19.29681 -9.32213
H -7.04706 20.41989 -7.94745
C -5.35760 20.29271 -14.95785
O -6.64682 20.53226 -14.49187
H -4.95337 21.16857 -15.49172
H -4.68903 20.14272 -14.08014
H -5.24836 19.36171 -15.55498
C -4.45351 15.39232 -11.59652
C -4.72641 16.55590 -12.61104
C -4.37884 16.07597 -14.03524
C -5.50259 15.27722 -14.67569
C -6.82305 16.01749 -14.53580
C -7.17317 16.44300 -13.11327
N -6.04110 17.08974 -12.53552
O -6.30736 17.71689 -11.34045
C -7.59265 15.14230 -12.35603
C -8.35776 17.37147 -13.21902
C -3.69809 17.62345 -12.26008
H -4.20161 14.47565 -12.14839
H -5.33672 15.06505 -11.04984
H -3.65568 15.64138 -10.89887
H -3.52862 15.42493 -13.82631
H -4.04671 16.93731 -14.62063
H -5.64553 14.41614 -14.01668
H -5.14073 15.11220 -15.68736
H -7.54187 15.31046 -14.98747
H -7.03647 16.85307 -15.21487
H -7.33459 14.20220 -12.83046
H -8.68758 15.16716 -12.23509
H -7.32750 15.23637 -11.29695
H -8.02559 18.34886 -13.56426
H -8.89176 17.47641 -12.26052
H -9.22517 16.96281 -13.75437
H -3.79590 17.91556 -11.21676
H -3.81464 18.49945 -12.90981
H -2.68238 17.27982 -12.48633
S -9.99709 21.01279 -13.40888
O -10.24999 19.84577 -14.31881
O -9.08879 20.53008 -12.31006
O -9.35676 22.04847 -14.21522
O -11.25404 21.42387 -12.76452
C -11.58910 12.29779 -13.70740
C -12.32141 13.10385 -14.74509
C -13.72378 13.61114 -14.44958
O -13.59513 15.02928 -14.44253
C -12.38617 15.38929 -14.90741
O -12.06809 16.50087 -15.11208
O -11.57049 14.34374 -15.00349
H -10.59101 12.02264 -14.01708
H -12.16162 11.42621 -13.36977
H -11.55237 12.85432 -12.76197
H -12.22473 12.63131 -15.72866
H -14.04679 13.24166 -13.47131
H -14.48241 13.22904 -15.13209
C -2.22731 13.95414 -15.61925
C -1.46749 13.22863 -16.70577
C 0.05646 13.34706 -16.50354
O 0.47570 11.98725 -16.75544
C -0.55204 11.16336 -16.53435
O -0.51164 10.01356 -16.40032
O -1.73059 11.83640 -16.73087
H -1.93366 15.00058 -15.60025
H -2.27005 13.47529 -14.63675
H -3.29675 13.84797 -15.85361
H -1.63666 13.77081 -17.63881
H 0.40947 13.61874 -15.51047
H 0.41602 14.00860 -17.28285
C -7.38196 15.61034 -8.15839
C -5.89078 15.77304 -8.14912
C -5.32891 17.17330 -8.38539
O -4.56952 17.43741 -7.19168
C -4.58323 16.36626 -6.38543
O -3.97209 16.28756 -5.37884
O -5.33456 15.37766 -6.88087
H -7.84117 16.25672 -7.40162
H -7.73705 14.59158 -8.02290
H -7.79370 16.03360 -9.08192
H -5.44457 15.08057 -8.86677
H -6.11722 17.91187 -8.45977
H -4.74681 17.12315 -9.29952
C -2.27653 19.50367 -17.10610
C -0.91109 19.18504 -16.51091
C -1.02647 18.26594 -15.29316
O -0.08979 17.21178 -15.54281
C 0.34264 17.25404 -16.82371
O 0.98599 16.41402 -17.36952
O -0.23527 18.31132 -17.44880
H -2.27597 20.27350 -17.86922
H -3.05114 19.63661 -16.34517
H -2.63216 18.56469 -17.55086
H -0.35544 20.11411 -16.39865
H -2.02471 17.83824 -15.16658
H -0.73556 18.75731 -14.36378
F 0.21424 16.81168 -12.28327
C 0.40362 16.63973 -10.95884
C -0.65538 16.82538 -10.09651
C -0.45744 16.62585 -8.74418
C 0.80544 16.30286 -8.27196
C 1.82548 16.01469 -9.17360
C 1.66920 16.34023 -10.50755
H -1.62799 17.12897 -10.45892
H -1.22858 16.81447 -8.00793
H 0.95140 16.09595 -7.21960
H 2.76496 15.67620 -8.75523
H 2.45762 16.11607 -11.21508
F -2.77147 12.00733 -8.53747
C -4.10592 11.91833 -8.64044
C -4.75695 12.52399 -9.68707
C -6.12809 12.49155 -9.82978
C -6.84339 11.77863 -8.86334
C -6.21251 11.35561 -7.69945
C -4.83245 11.34581 -7.60627
H -4.14664 13.04555 -10.41875
H -6.70049 12.94212 -10.62908
H -7.92440 11.75486 -8.92029
H -6.83271 11.02659 -6.87631
H -4.29352 10.96133 -6.75001
F -8.20957 13.11211 -17.73589
C -7.13253 12.31528 -17.59929
C -6.82923 11.47597 -18.65521
C -5.70070 10.66286 -18.58577
C -4.96136 10.63034 -17.40990
C -5.29810 11.47161 -16.35456
C -6.33786 12.38588 -16.48135
H -7.37521 11.57517 -19.58440
H -5.60821 9.93514 -19.38153
H -4.08095 10.00361 -17.34102
H -4.58694 11.46505 -15.53599
H -6.54750 12.97250 -15.59680
F -13.69866 12.83300 -7.45382
C -13.16310 13.61599 -8.39495
C -13.76431 14.79323 -8.76106
C -13.21007 15.60266 -9.74504
C -12.07231 15.17048 -10.40040
C -11.54033 13.91138 -10.10781
C -12.06051 13.15141 -9.08071
H -14.68862 15.08719 -8.27742
H -13.58516 16.59764 -9.93556
H -11.72355 15.62939 -11.32057
H -10.59976 13.61482 -10.55772
H -11.55609 12.22887 -8.82388
```

Computed properties:
DFT total energy: -137093.4378 eV
LUMO level: 0.0512 hartree
charge: -1
Kohn-Sham gap: 5.4 eV

Entry 3:
The ion C5Cl4NO3S with charge -1 at a distorted geometry, computed with ωB97M-V with the def2-TZVPD basis set.

Geometry as XYZ:
```
14
C5Cl4NO3S | OMol25 | ωB97M-V with the def2-TZVPD basis set
C -0.94578 -1.41272 0.17580
C 0.41542 -1.15384 0.47854
C -1.79842 -0.36888 0.03124
C -1.44878 1.00827 0.16986
C 0.99043 0.00798 0.69079
N -0.18001 1.28886 0.44747
O 0.35272 2.40375 0.52143
O 3.83965 0.41464 -0.12175
O 1.83030 0.66094 -1.60987
S 2.53980 1.00983 -0.37781
Cl -1.29789 -2.97630 -0.44965
Cl 1.49437 -2.61668 0.57991
Cl -3.39082 -0.65583 -0.28501
Cl -2.40099 2.38997 -0.25092
```

Computed properties:
DFT total energy: -73739.6944 eV
LUMO level: 0.1015 hartree
charge: -1
Kohn-Sham gap: 7.5 eV

Entry 4:
A cluster of 2 separate species, C5H10 in total at a distorted geometry, computed with ωB97M-V with the def2-TZVPD basis set.

Geometry as XYZ:
```
15
C5H10 | OMol25 | ωB97M-V with the def2-TZVPD basis set
C -1.72014 0.39737 0.14060
C -0.56984 -0.26138 -0.71815
C 0.69034 -0.15467 0.12138
C 1.47051 0.98436 -0.16407
C 0.65045 -1.17612 1.06667
H -2.31364 -0.46386 0.51298
H -1.41388 0.99288 0.99773
H -2.49024 1.05807 -0.33196
H -0.74165 -1.32919 -0.97023
H -0.45148 0.25913 -1.77693
H 2.54977 1.07344 -0.22119
H 0.91032 1.83168 -0.48251
H -0.49848 0.62531 -2.63487
H 0.22050 -2.13301 0.78301
H 1.18116 -1.00652 2.04916
```

Computed properties:
<S²>: 0.759
DFT total energy: -5341.5352 eV
spin multiplicity: 2
LUMO level (spin up / spin down): 0.1676 / 0.1453 hartree
energy above the lowest of the compared OMol25 structures with the same formula, charge and spin: 79.8 kcal/mol
charge: -1
Kohn-Sham gap (spin up / spin down): 5.9 / 5.1 eV

Entry 5:
The molecule C5H10 at a distorted geometry, computed with ωB97M-V with the def2-TZVPD basis set.

Geometry as XYZ:
```
15
C5H10 | OMol25 | ωB97M-V with the def2-TZVPD basis set
C -0.86009 -0.71562 0.66102
C -1.29674 0.52388 -0.06216
C 0.35395 1.33882 -0.33980
C 1.39363 0.23273 -0.16664
C 0.42556 -1.17353 0.04370
H -0.85114 -0.59572 1.75524
H -1.23009 -1.73341 0.39402
H -1.59723 0.33781 -1.09549
H -2.11659 1.07765 0.45626
H 0.28871 1.72551 -1.36383
H 0.40458 2.15446 0.38647
H 2.01453 0.33436 0.73338
H 2.02219 0.02292 -1.04477
H 0.84128 -2.01790 0.62745
H 0.20747 -1.51196 -0.98483
```

Computed properties:
DFT total energy: -5345.4258 eV
LUMO level: 0.0456 hartree
energy above the lowest of the compared OMol25 structures with the same formula, charge and spin: 42.4 kcal/mol
Kohn-Sham gap: 11.3 eV

Entry 6:
The molecule C5H10, computed with ωB97M-V with the def2-TZVPD basis set.

Geometry as XYZ:
```
15
C5H10 | OMol25 | ωB97M-V with the def2-TZVPD basis set
C -0.88701 -0.75495 0.54326
C -1.13889 0.53770 -0.23742
C 0.20739 1.26046 -0.14059
C 1.25347 0.13902 -0.29886
C 0.53860 -1.17021 0.13396
H -0.92212 -0.53813 1.61864
H -1.63030 -1.53415 0.34496
H -1.36364 0.30367 -1.28699
H -1.97455 1.12489 0.15746
H 0.32568 2.05719 -0.88253
H 0.29838 1.72375 0.85003
H 2.15069 0.33689 0.29649
H 1.57841 0.06799 -1.34282
H 1.06300 -1.67927 0.94865
H 0.50088 -1.87486 -0.70422
```

Computed properties:
DFT total energy: -5347.2660 eV
LUMO level: 0.0463 hartree
energy above the lowest of the compared OMol25 structures with the same formula, charge and spin: 0.0 kcal/mol
Kohn-Sham gap: 12.3 eV